Computed, not measured: a molecular structure, C22H47BClN2O33S9 at a distorted geometry, with wB97M-V/def2-TZVPD.

```
115
Properties=species:S:1:pos:R:3:lowdin_charge:R:1
C -0.03040 1.07477 4.80445 -0.13
C 0.57414 1.35331 3.28726 -0.63
Cl -0.88660 1.32680 2.12020 0.53
C 1.50278 2.69987 3.17427 -0.15
C 0.65065 4.11426 3.41577 -0.24
N 0.27599 4.80455 2.11446 0.04
C -0.57263 6.07257 2.33740 -0.22
C -2.10497 5.55363 2.59292 -0.19
S -3.31707 6.88948 3.12011 0.82
O -3.39231 6.79980 4.69406 -0.43
O -4.78269 6.63686 2.62756 -0.40
C 0.03158 7.07369 3.48353 -0.08
N 0.65930 6.38973 4.67637 -0.26
O -0.22203 6.12216 5.65543 0.02
B 0.21217 7.03618 6.77054 -0.42
O -0.70088 7.57696 7.80492 0.10
O 1.64252 7.49522 6.85308 0.06
C 1.50773 5.19640 4.29966 -0.48
S 3.06877 5.82369 3.39336 0.77
H 0.54090 0.21317 5.35731 0.10
H -1.15534 0.70740 4.68020 0.06
H -0.03434 2.02385 5.49358 0.08
H 1.27191 0.42313 3.04125 0.13
H 2.15596 2.75457 2.18066 0.13
H 2.28453 2.65010 4.07040 0.14
H -0.28675 3.80803 4.07026 0.16
H -0.38039 4.13625 1.61023 0.13
H 1.08016 4.97984 1.47142 0.09
H -0.50055 6.65938 1.29985 0.17
H -2.50014 5.15479 1.53921 0.14
H -2.20344 4.63722 3.32645 0.14
H -2.85319 8.18667 2.77715 0.10
H -0.71522 7.87548 3.89565 0.15
H 0.90758 7.69052 2.95668 0.14
H -1.56376 7.08455 7.66715 0.12
H 2.26394 6.70692 6.80928 0.11
H 1.91647 4.65490 5.26036 0.14
H 3.16031 5.11632 2.16127 -0.11
C -5.53410 -1.41750 5.66031 -0.17
C -5.16098 -0.45645 4.53475 -0.17
O -3.73583 -0.41508 4.53644 -0.22
S -3.16416 -1.86782 5.00884 0.66
O -2.82798 -2.62711 3.82495 -0.24
O -2.24111 -1.66254 6.10074 -0.24
O -4.55908 -2.45779 5.61218 -0.18
H -5.46182 -0.92785 6.63682 0.13
H -6.53863 -1.83029 5.53466 0.14
H -5.57595 0.54295 4.68568 0.14
H -5.48644 -0.84241 3.56293 0.14
C -2.46144 -5.81885 1.41339 -0.17
C -2.85195 -6.76027 2.54960 -0.17
O -4.24531 -6.53895 2.75540 -0.20
S -4.93653 -6.15165 1.32969 0.68
O -5.52846 -7.34887 0.77524 -0.24
O -5.66727 -4.91693 1.49665 -0.25
O -3.56411 -5.83569 0.50839 -0.19
H -2.33463 -4.79393 1.77673 0.12
H -1.54743 -6.14012 0.90679 0.10
H -2.29063 -6.56255 3.46589 0.14
H -2.71573 -7.80715 2.25839 0.14
C 1.19556 4.75569 -3.43309 -0.15
C 1.48304 6.23337 -3.18099 -0.17
O 0.96656 6.49711 -1.87850 -0.17
S 1.11510 5.15244 -0.96734 0.70
O 2.31741 5.27592 -0.17340 -0.25
O -0.17550 4.84128 -0.39819 -0.24
O 1.41288 4.10618 -2.18166 -0.17
H 0.15051 4.60089 -3.72024 0.14
H 1.84938 4.33304 -4.20066 0.13
H 1.00998 6.88207 -3.92204 0.15
H 2.56066 6.42764 -3.16264 0.13
C 5.00948 3.60204 -6.15835 -0.17
C 5.73037 4.64885 -5.31322 -0.17
O 5.47436 5.89264 -5.96146 -0.19
S 4.00159 5.83283 -6.65989 0.69
O 3.05307 6.46112 -5.76731 -0.25
O 4.13940 6.20303 -8.04927 -0.21
O 3.79104 4.21861 -6.57115 -0.20
H 5.58650 3.35392 -7.05502 0.14
H 4.80263 2.68800 -5.59530 0.14
H 6.80493 4.46259 -5.24685 0.14
H 5.30723 4.70043 -4.30445 0.13
C -0.62922 -5.65277 -3.16131 -0.18
C 0.06492 -4.55405 -2.36088 -0.18
O 0.34631 -5.13839 -1.09117 -0.20
S 0.63064 -6.73182 -1.29255 0.72
O 2.06176 -6.93102 -1.35036 -0.27
O -0.23076 -7.46660 -0.39562 -0.23
O 0.03752 -6.86275 -2.80549 -0.17
H -1.68115 -5.74597 -2.87270 0.14
H -0.56218 -5.48328 -4.23930 0.11
H -0.55922 -3.66462 -2.24624 0.13
H 1.01771 -4.27279 -2.82176 0.13
C 4.20569 -11.52191 -2.02871 -0.18
C 4.92657 -10.47510 -1.18358 -0.18
O 4.67056 -9.23131 -1.83182 -0.19
S 3.19779 -9.29112 -2.53025 0.72
O 2.24927 -8.66283 -1.63767 -0.30
O 3.33560 -8.92092 -3.91963 -0.23
O 2.98724 -10.90533 -2.44151 -0.19
H 4.78271 -11.77003 -2.92538 0.13
H 3.99883 -12.43595 -1.46566 0.14
H 6.00113 -10.66136 -1.11721 0.14
H 4.50343 -10.42352 -0.17481 0.13
C -2.06826 -4.00231 -8.41626 -0.17
C -1.78078 -2.52464 -8.16415 -0.17
O -2.29726 -2.26090 -6.86167 -0.19
S -2.14872 -3.60557 -5.95050 0.68
O -0.94641 -3.48208 -5.15656 -0.25
O -3.43932 -3.91672 -5.38135 -0.22
O -1.85094 -4.65183 -7.16482 -0.19
H -3.11331 -4.15712 -8.70340 0.14
H -1.41444 -4.42496 -9.18383 0.14
H -2.25384 -1.87593 -8.90521 0.14
H -0.70316 -2.33036 -8.14581 0.13
```

LUMO   -2.52 eV
HOMO energy   -10.09 eV
Net charge   +1
Calculated total energy   -7526.972849 hartree
Orbital gap   7.568 eV



Computed, not measured: 2 unconnected molecules or ions with the total composition C4H9N2 at a distorted geometry, with wB97M-V/def2-TZVPD.

```
15
Properties=species:S:1:pos:R:3:lowdin_charge:R:1
C -0.62279 1.96612 -0.13596 0.09
C -0.05790 0.73537 -0.58624 0.14
C -0.87164 -0.05894 0.37686 -0.25
C -1.56041 -1.47851 -0.11690 0.06
N -1.60038 1.17958 0.27476 0.25
N 2.51274 -0.10186 0.40034 0.09
H -0.55412 2.95894 -0.26614 0.11
H 0.01730 0.38132 -1.59565 0.15
H -0.49349 -0.11663 1.30994 0.11
H -2.56126 -1.08962 -0.38586 0.10
H -1.53587 -2.16362 0.64596 0.05
H -0.97258 -1.86277 -0.91189 0.07
H 2.99458 -0.88106 0.60374 -0.02
H 2.85524 0.67658 0.95432 0.06
H 2.45057 -0.14491 -0.56729 0.00
```

LUMO   -6.09 eV
HOMO energy   -14.09 eV
Net charge   +1
Calculated total energy   -266.890196 hartree
Orbital gap   7.999 eV



Computed, not measured: 5 unconnected molecules or ions with the total composition C23H55BO8 at a distorted geometry, with wB97M-V/def2-TZVPD.

```
87
Properties=species:S:1:pos:R:3:lowdin_charge:R:1
C -5.47647 2.08829 1.46298 -0.13
C -4.86280 3.50828 1.92033 -0.13
B -3.81472 4.15008 0.86336 -0.47
O -2.61057 4.75963 1.39728 0.08
O -4.00660 4.20611 -0.56982 0.14
C -3.35361 3.11116 -1.22505 -0.42
O -3.98616 2.05665 -1.33070 0.12
O -2.08224 3.38927 -1.73284 0.02
C -1.11637 2.34634 -1.43803 -0.30
C -1.22919 1.69652 0.01426 -0.04
C -1.05981 1.15581 -2.52372 -0.17
C -2.12452 1.28593 -3.70730 -0.11
H -4.61553 1.40729 1.13416 0.07
H -6.16983 2.30556 0.57611 0.09
H -6.02096 1.54428 2.30137 0.07
H -5.74707 4.21572 2.12775 0.12
H -4.31897 3.30761 2.91359 0.11
H -2.67072 5.71453 1.18498 0.11
H -0.07316 2.85135 -1.48449 0.14
H -1.47753 2.42074 0.85294 0.09
H -1.92237 0.78425 -0.02637 0.09
H -0.19068 1.26432 0.26191 0.09
H -0.02213 1.14314 -3.02126 0.12
H -1.18378 0.15325 -1.99754 0.11
H -1.74437 0.60745 -4.55776 0.08
H -3.14626 0.84519 -3.42410 0.06
H -2.21079 2.32420 -4.15955 0.08
C 5.30423 4.41466 -1.43782 -0.08
C 4.12578 4.24866 -2.38299 -0.28
O 2.97032 3.70531 -1.76004 -0.17
C 2.42311 4.45489 -0.68337 -0.28
C 1.98911 5.85547 -1.07911 -0.07
H 5.56873 3.45458 -0.98484 0.08
H 6.17284 4.80076 -1.97713 0.08
H 5.08135 5.10868 -0.62577 0.06
H 4.40664 3.55202 -3.17613 0.12
H 3.88076 5.19458 -2.87586 0.11
H 3.12799 4.48207 0.15441 0.11
H 1.54847 3.90061 -0.33238 0.10
H 2.82697 6.45915 -1.43300 0.07
H 1.54196 6.36970 -0.22507 0.08
H 1.25282 5.81291 -1.88642 0.08
C 1.62008 -0.93543 3.84630 -0.08
C 1.14268 -1.40619 2.48284 -0.27
O 1.46509 -0.51028 1.42715 -0.18
C 2.84674 -0.25286 1.21834 -0.27
C 3.65165 -1.49759 0.88775 -0.07
H 1.19972 0.04747 4.07978 0.08
H 1.31442 -1.64261 4.62144 0.08
H 2.70695 -0.84444 3.88881 0.06
H 0.05324 -1.48571 2.50040 0.12
H 1.52146 -2.40790 2.25828 0.11
H 3.26795 0.27124 2.08299 0.11
H 2.90840 0.44213 0.37629 0.12
H 3.62993 -2.22667 1.69995 0.05
H 4.69574 -1.23556 0.69944 0.08
H 3.24812 -1.98764 -0.00246 0.09
C -5.64462 -1.89825 -3.36045 -0.08
C -4.80800 -1.74371 -4.61963 -0.28
O -3.65032 -2.56771 -4.63611 -0.16
C -3.87340 -3.96872 -4.56112 -0.28
C -4.71346 -4.51176 -5.70424 -0.08
H -5.04380 -1.67736 -2.47325 0.08
H -6.49901 -1.21728 -3.38553 0.08
H -6.03090 -2.91292 -3.24921 0.06
H -4.45582 -0.71169 -4.68185 0.10
H -5.41047 -1.91882 -5.51656 0.11
H -4.31120 -4.22968 -3.59171 0.11
H -2.88775 -4.44065 -4.59138 0.12
H -5.71485 -4.07757 -5.71872 0.06
H -4.81896 -5.59577 -5.61612 0.08
H -4.24396 -4.28310 -6.66485 0.08
C 3.62124 -6.66580 5.41305 -0.08
C 3.18421 -5.77391 4.26284 -0.28
O 3.02066 -4.41124 4.63108 -0.17
C 4.17488 -3.75175 5.13678 -0.28
C 5.33312 -3.71982 4.15454 -0.07
H 2.90194 -6.60863 6.23527 0.08
H 3.69552 -7.70459 5.08176 0.08
H 4.59469 -6.37266 5.80958 0.06
H 2.21145 -6.11638 3.90268 0.12
H 3.87338 -5.85741 3.41670 0.11
H 4.47780 -4.19868 6.08957 0.11
H 3.87303 -2.72489 5.35982 0.11
H 5.68164 -4.72236 3.89962 0.07
H 6.17600 -3.16946 4.57942 0.08
H 5.03095 -3.23241 3.22376 0.06
```

LUMO   0.52 eV
SMILES string   CCB(O)OC(=O)O[C@@H](C)CC.CCOCC.CCOCC.CCOCC.CCOCC
HOMO energy   -9.51 eV
Calculated total energy   -1536.052720 hartree
Orbital gap   10.034 eV



Computed, not measured: a molecular structure, C47H61N6O3PS2Y at a distorted geometry, with wB97M-V/def2-TZVPD.

```
121
Properties=species:S:1:pos:R:3:lowdin_charge:R:1
Y 0.92599 0.32921 0.06560 1.44
C 0.85738 5.99536 -1.87529 -0.14
C 2.12169 5.84083 -1.32668 -0.12
C 2.40219 4.79025 -0.48070 -0.07
C 1.41406 3.83785 -0.13475 -0.33
C 0.14191 4.01520 -0.71877 -0.04
C -0.12564 5.06217 -1.56674 -0.10
N 1.65422 2.72843 0.61489 -0.04
C 2.65259 2.73161 1.56008 -0.27
C 3.04101 3.85911 2.28661 -0.07
C 4.05685 3.79777 3.22547 -0.12
C 4.70946 2.59801 3.47539 -0.14
C 4.31586 1.45155 2.81830 -0.04
C 3.28988 1.48090 1.86111 -0.26
N 2.86727 0.39620 1.16234 -0.14
N 3.61980 -0.73138 1.30028 0.06
C 3.18630 -1.79590 0.64796 -0.38
C 3.96765 -2.98704 0.70962 -0.04
C 3.53882 -4.11689 0.08034 -0.09
C 2.32669 -4.08787 -0.62999 -0.09
C 1.62068 -2.90648 -0.66633 -0.20
N 2.00991 -1.78128 -0.07423 0.00
H 0.64299 6.82214 -2.53906 0.08
H 2.90475 6.55165 -1.56904 0.09
H 3.40322 4.67947 -0.08571 0.10
H -0.62418 3.29728 -0.47684 0.08
H -1.11720 5.15738 -1.99744 0.10
H 2.53651 4.80120 2.11130 0.10
H 4.33772 4.69172 3.76869 0.09
H 5.50758 2.55681 4.20857 0.08
H 4.78391 0.50002 3.01733 0.09
H 4.89547 -2.95196 1.26380 0.10
H 4.12096 -5.03215 0.12213 0.10
H 1.94657 -4.96594 -1.12870 0.10
H 0.67998 -2.85624 -1.20569 0.09
C -4.11463 -3.58080 2.73949 -0.10
C -3.08981 -2.62944 3.34593 -0.34
O -1.85362 -3.27317 3.58095 -0.36
P -0.66835 -3.17312 2.43426 -0.10
S -0.23537 -1.20511 2.36025 0.35
S -1.09325 -4.31392 0.90027 0.25
O 0.48578 -3.93325 3.26927 -0.36
C 0.98675 -3.37056 4.46810 -0.34
C 2.49978 -3.20585 4.41312 -0.07
H -5.02753 -3.03817 2.50476 0.06
H -4.34083 -4.37880 3.44512 0.07
H -3.70674 -4.01188 1.82789 0.02
H -3.43469 -2.26828 4.32511 0.12
H -2.93183 -1.75851 2.69422 0.07
H 0.68781 -4.04612 5.28007 0.11
H 0.52290 -2.38945 4.62314 0.07
H 2.99734 -4.15271 4.21028 0.07
H 2.85332 -2.81537 5.36704 0.07
H 2.76401 -2.50307 3.62606 0.06
C -4.62463 -1.37471 -0.07988 -0.05
C -4.14356 -0.01459 -0.58964 -0.38
C -5.17438 0.63263 -1.51934 -0.07
C -3.79240 0.89649 0.57027 -0.14
C -4.84520 1.24966 1.39691 -0.08
C -4.65998 1.99306 2.54385 -0.11
C -3.36709 2.32855 2.89929 -0.07
C -2.27827 1.98971 2.11673 -0.14
C -0.92081 2.43914 2.60693 -0.39
C -0.59145 1.86639 3.98859 -0.08
C -0.84717 3.96938 2.64588 -0.06
C -2.46132 1.30985 0.87993 -0.20
N -1.39777 1.06371 0.03393 -0.11
C -1.64262 1.23880 -1.30425 -0.29
C -0.91349 0.69687 -2.32398 -0.26
N 0.18885 -0.11198 -2.18884 -0.09
C 0.39865 -0.98859 -3.23930 -0.20
C 1.69033 -1.20707 -3.78529 -0.15
C 1.84922 -1.95338 -4.93817 -0.07
C 0.78044 -2.55392 -5.57442 -0.11
C -0.46260 -2.45969 -4.98207 -0.08
C -0.67172 -1.71972 -3.83220 -0.14
C -2.03494 -1.85687 -3.18846 -0.37
C -2.30450 -3.31505 -2.80454 -0.06
C -3.14328 -1.31607 -4.09527 -0.06
C 2.93278 -0.60420 -3.17998 -0.39
C 3.41039 0.55600 -4.05533 -0.07
C 4.03957 -1.64752 -3.00155 -0.06
H -4.82964 -2.04100 -0.91688 0.07
H -5.52884 -1.28817 0.52027 0.07
H -3.84867 -1.82847 0.52994 0.07
H -3.24697 -0.20326 -1.17559 0.09
H -6.08148 0.90685 -0.98354 0.06
H -5.44553 -0.05051 -2.32331 0.06
H -4.75614 1.53709 -1.95774 0.07
H -5.84705 0.92711 1.13914 0.10
H -5.50372 2.29919 3.14941 0.08
H -3.20971 2.88807 3.81218 0.10
H -0.15551 2.07112 1.91179 0.07
H -1.30034 2.20446 4.74529 0.07
H 0.40735 2.18134 4.28786 0.07
H -0.61355 0.78073 3.95129 0.00
H -1.48865 4.36965 3.43164 0.07
H -1.16280 4.38746 1.69326 0.07
H 0.17495 4.28649 2.83924 0.06
H -2.46692 1.90361 -1.58252 0.11
H -1.23260 0.92763 -3.34516 0.11
H 2.83633 -2.06115 -5.36791 0.10
H 0.91964 -3.10971 -6.49212 0.08
H -1.29521 -2.99384 -5.42163 0.10
H -2.04179 -1.28868 -2.26013 0.10
H -2.30530 -3.97158 -3.67197 0.07
H -3.27244 -3.39734 -2.31320 0.06
H -1.54980 -3.66964 -2.10744 0.04
H -3.11959 -1.79062 -5.07497 0.06
H -3.01850 -0.24488 -4.23778 0.07
H -4.12099 -1.49655 -3.65191 0.06
H 2.68998 -0.20451 -2.19080 0.07
H 3.63234 0.21159 -5.06546 0.07
H 4.30039 1.00933 -3.62848 0.06
H 2.63141 1.31226 -4.10353 0.08
H 4.44720 -1.97267 -3.95865 0.06
H 3.65085 -2.51958 -2.48100 0.06
H 4.85245 -1.23112 -2.41011 0.08
O 3.33410 1.82203 -1.42515 -0.05
H 3.75872 1.85498 -0.55979 0.04
H 2.87909 2.66399 -1.54348 0.04
```

LUMO (spin up / spin down)   4.45 / 3.63 eV
2S+1   2
HOMO energy (spin up / spin down)   -0.82 / -0.82 eV
Net charge   -2
Calculated total energy   -3558.188102 hartree
Orbital gap (spin up / spin down)   5.267 / 4.445 eV



Q: Which value of calculated total energy does entry 2 give?
A: -266.890196 hartree



Q: Which value of calculated total energy does entry 2 give?
A: -266.890196 hartree